Below is a molecular structure, C31H52AsCsN9PS4, with properties calculated with wB97M-V/def2-TZVPD.

```
99
Properties=species:S:1:pos:R:3:forces:R:3
Cs 1.150638 -0.331833 0.848947 -0.559 -0.299 -0.816
C -0.812023 5.541839 -0.975616 0.107 0.005 -0.075
C 0.083490 4.663919 -1.811381 -0.012 0.015 -0.047
C 1.414056 4.473625 -1.467285 -0.077 0.003 0.015
C 2.255364 3.680697 -2.244019 0.144 0.078 -0.001
C 3.678162 3.474550 -1.814997 -0.100 -0.100 0.089
C 1.737073 3.078134 -3.384931 -0.052 0.107 0.013
C 0.403000 3.237456 -3.744134 -0.030 0.013 -0.025
C -0.156334 2.552855 -4.966588 0.046 0.049 0.058
C -0.411294 4.038187 -2.953124 -0.020 -0.034 0.004
H -0.430449 5.633023 0.040844 -0.060 -0.004 0.013
H -1.824795 5.138251 -0.933644 -0.011 0.019 0.048
H -0.870380 6.545405 -1.407714 -0.025 0.012 0.030
H 1.805916 4.917362 -0.558798 0.004 -0.059 0.024
H 4.187972 4.432206 -1.691877 0.031 -0.017 -0.002
H 4.228521 2.863018 -2.530614 0.029 0.010 -0.007
H 3.692126 2.966395 -0.843729 0.042 -0.015 -0.023
H 2.386748 2.465623 -4.001187 -0.013 -0.021 0.010
H -0.386867 3.278882 -5.751023 -0.024 -0.036 -0.028
H -1.076227 2.016980 -4.724325 -0.014 -0.001 -0.032
H 0.557452 1.833424 -5.369937 -0.002 -0.003 -0.011
H -1.457072 4.170181 -3.220420 -0.004 -0.030 0.002
C 3.278698 -2.239484 -3.477242 -0.009 0.110 -0.114
N 2.033935 -1.538686 -3.190339 -0.017 -0.119 0.111
C 2.280799 -0.247694 -2.558228 -0.003 -0.006 0.006
C 0.919724 -2.273441 -2.860393 0.022 -0.164 -0.268
N 0.218960 -1.986408 -1.827877 0.313 0.167 0.382
C -1.081380 -2.404355 -1.590052 -0.331 -0.194 -0.112
C -2.058564 -2.409956 -2.590872 0.055 0.153 0.062
C -3.365275 -2.804191 -2.349546 -0.093 -0.073 -0.045
C -3.727491 -3.220855 -1.078665 0.046 -0.046 0.023
C -2.785273 -3.190472 -0.061484 -0.039 -0.011 -0.035
C -1.471814 -2.760387 -0.272781 -0.213 -0.116 0.000
N -0.645291 -2.552358 0.820646 -0.226 -0.324 -0.035
C -0.346330 -3.407015 1.727749 -0.177 -0.378 0.004
N -0.266936 -4.798685 1.542652 -0.209 0.108 -0.111
C -0.142731 -5.313434 0.201391 0.102 -0.060 0.010
C -1.019525 -5.651006 2.440676 0.090 0.025 -0.010
N -0.039345 -3.022811 3.003045 0.245 0.044 -0.195
C -0.459073 -1.721917 3.495805 -0.141 0.069 0.087
C 1.152875 -3.551354 3.661252 -0.021 -0.026 0.143
N 0.700627 -3.330546 -3.768622 -0.213 0.142 0.084
C -0.016869 -4.521045 -3.385879 0.100 -0.064 0.009
C 0.608515 -3.023220 -5.178903 0.101 -0.050 -0.007
H 3.842227 -1.689826 -4.236305 -0.002 -0.016 0.005
H 3.079070 -3.243151 -3.841562 0.000 -0.017 0.001
H 3.897323 -2.288423 -2.573947 -0.018 -0.023 -0.007
H 2.813575 0.373378 -3.281132 -0.003 0.027 0.050
H 2.910552 -0.327643 -1.661551 -0.080 0.014 -0.008
H 1.346956 0.241145 -2.294126 -0.051 -0.021 -0.079
H -1.776401 -2.059656 -3.577934 0.027 -0.020 -0.001
H -4.096895 -2.783269 -3.148665 0.024 0.016 -0.010
H -4.739509 -3.544584 -0.867067 -0.006 0.020 -0.014
H -3.067239 -3.463932 0.949734 0.000 0.032 0.009
H 0.487800 -4.639338 -0.376331 0.003 0.001 0.033
H -1.102394 -5.434992 -0.317971 0.000 0.044 0.016
H 0.345564 -6.291512 0.248957 0.026 0.018 -0.018
H -1.005555 -5.232439 3.443392 0.003 -0.036 0.015
H -0.567939 -6.646329 2.459359 0.003 0.006 0.056
H -2.066516 -5.758660 2.118922 0.020 -0.007 -0.017
H -1.268416 -1.338884 2.878017 -0.015 -0.020 0.007
H 0.370077 -1.002695 3.502288 -0.018 -0.043 0.082
H -0.812035 -1.840146 4.526381 0.004 0.022 -0.004
H 1.577426 -4.355237 3.065956 -0.014 -0.026 0.018
H 0.906600 -3.934990 4.658120 -0.014 0.000 -0.019
H 1.896261 -2.752749 3.765042 -0.021 0.002 -0.028
H 0.092509 -4.690919 -2.319083 -0.050 -0.002 -0.060
H 0.418018 -5.374870 -3.917601 -0.001 -0.003 0.010
H -1.087457 -4.477362 -3.619135 0.026 -0.009 0.009
H 1.123068 -2.089576 -5.390005 0.019 -0.010 0.006
H -0.439745 -2.927156 -5.500018 0.007 -0.019 0.012
H 1.068309 -3.823509 -5.768876 -0.007 0.024 -0.027
S 5.235803 2.340405 2.990242 0.245 0.188 0.126
As 3.620552 1.240817 2.174821 0.922 0.581 0.400
S 4.223129 0.092870 0.451384 0.747 -0.290 -0.528
S 2.037796 2.577251 1.519526 -0.160 0.891 -0.154
S 2.753236 -0.104633 3.623016 -0.150 -0.406 0.684
C -2.911658 4.233514 3.399172 -0.018 -0.022 0.021
N -1.581274 4.464757 2.865799 0.009 0.135 -0.071
C -0.613897 4.489392 3.967956 -0.013 -0.036 -0.017
N -0.684120 3.316206 4.831122 0.012 0.019 0.151
C -2.042430 3.136708 5.298626 0.001 0.001 -0.065
N -3.036085 3.035407 4.227926 -0.121 0.039 0.058
C -2.816629 1.824451 3.423359 0.129 -0.021 -0.171
P -1.127271 1.703851 2.581972 -0.302 0.422 0.380
C -1.212870 3.438915 1.886904 -0.007 -0.199 0.016
C -0.184558 2.122739 4.142163 0.033 -0.053 -0.099
H -3.619530 4.157755 2.567874 0.011 0.017 -0.001
H -3.190864 5.095220 4.016497 0.019 -0.015 0.003
H -0.814992 5.379571 4.575110 -0.005 -0.023 -0.006
H 0.391248 4.548290 3.546790 -0.002 0.029 0.025
H -2.315544 3.996721 5.921545 0.003 -0.015 -0.005
H -2.089119 2.229553 5.907390 -0.009 0.016 0.017
H -3.596504 1.787617 2.654325 -0.003 -0.066 0.023
H -2.952570 0.952113 4.072042 -0.013 -0.006 -0.032
H -1.939545 3.451291 1.066409 0.028 0.006 0.010
H -0.226065 3.660641 1.480490 -0.035 0.012 -0.046
H 0.860547 2.259626 3.866010 0.006 -0.061 0.010
H -0.235364 1.265378 4.819939 0.031 0.020 0.007
```
Positions in Å, forces in eV/Å.

Values from the calculation:
net charge	-2
Kohn-Sham gap	3.89	eV
highest occupied orbital energy	-0.549	eV